No. 1
A molecular structure, C50H47CaN10O2P2S, computed with the ωB97M-V functional and the def2-TZVPD basis.

XYZ file:
```
113
Properties=species:S:1:pos:R:3:forces:R:3
Ca -0.433 0.537 0.038 0.07 0.07 0.22
C -2.378 -3.038 -3.405 -0.01 0.02 -0.01
C -2.019 -3.262 -2.085 0.01 0.01 0.03
C -2.133 -2.246 -1.145 -0.03 0.05 0.03
C -2.610 -0.988 -1.509 -0.06 0.06 0.14
C -2.969 -0.768 -2.843 0.10 -0.03 -0.05
C -2.855 -1.786 -3.777 0.01 0.00 0.02
N -2.611 0.069 -0.559 -0.14 0.15 -0.11
C -3.746 0.681 -0.257 0.00 0.02 -0.10
C -5.018 0.123 -0.645 -0.08 0.01 -0.01
C -6.205 0.738 -0.397 0.04 0.03 0.04
C -6.269 1.993 0.265 -0.03 -0.04 -0.02
C -5.105 2.555 0.672 0.10 -0.03 0.02
C -3.826 1.951 0.456 0.00 -0.06 0.06
N -2.832 2.736 0.924 -0.02 0.11 -0.02
N -1.615 2.366 0.864 -0.24 -0.09 -0.16
C -0.681 3.280 1.374 0.16 0.05 0.00
C -0.974 4.561 1.841 -0.11 -0.02 -0.02
C 0.066 5.345 2.295 0.02 0.03 0.00
C 1.362 4.842 2.274 -0.02 0.01 0.00
C 1.555 3.559 1.798 0.02 0.00 -0.06
N 0.567 2.786 1.347 -0.28 -0.11 0.17
H -2.290 -3.829 -4.139 0.00 0.01 0.01
H -1.652 -4.236 -1.782 0.00 0.01 0.00
H -1.866 -2.418 -0.109 0.00 -0.02 0.00
H -3.308 0.213 -3.142 -0.01 0.04 0.02
H -3.137 -1.600 -4.806 0.00 0.00 0.01
H -5.014 -0.835 -1.145 0.01 -0.01 0.00
H -7.122 0.250 -0.709 0.01 0.01 0.00
H -7.219 2.475 0.448 0.01 -0.02 -0.01
H -5.090 3.505 1.192 0.00 -0.01 0.00
H -2.001 4.896 1.844 0.01 0.00 0.01
H -0.129 6.343 2.669 0.00 -0.02 0.00
H 2.201 5.424 2.628 -0.01 -0.01 -0.01
H 2.547 3.123 1.784 -0.01 0.00 0.00
N -2.283 4.748 -2.145 0.05 0.13 0.05
C -3.593 4.365 -2.280 0.01 -0.09 -0.01
C -3.555 3.018 -2.479 -0.01 0.01 -0.09
N -2.257 2.566 -2.474 -0.03 -0.06 -0.03
C -1.520 3.624 -2.259 -0.08 0.01 -0.01
C -0.067 3.658 -2.165 0.08 0.07 0.08
N 0.721 2.777 -1.587 -0.03 -0.18 -0.09
C 1.997 3.277 -1.734 -0.05 0.05 -0.03
C 1.975 4.463 -2.399 0.01 -0.04 0.08
N 0.652 4.700 -2.660 -0.07 0.06 -0.09
H -1.967 5.662 -1.869 0.01 -0.02 0.01
H -4.410 5.062 -2.207 0.02 -0.01 0.00
H -4.393 2.351 -2.611 0.05 0.00 -0.01
H 2.867 2.776 -1.351 0.00 -0.01 -0.03
H 2.758 5.136 -2.699 -0.03 -0.01 0.01
H 0.286 5.451 -3.221 -0.01 -0.02 0.00
O 1.030 -0.507 1.838 0.15 0.05 0.14
P 2.567 0.218 1.863 0.17 -0.15 -0.12
C 2.837 0.306 0.008 0.09 0.13 -0.03
P 2.195 -0.879 -1.232 0.22 0.05 0.10
O 0.780 -1.255 -0.891 0.08 0.08 -0.05
C 3.272 -2.310 -1.378 -0.17 -0.02 -0.17
C 4.629 -2.205 -1.686 0.00 -0.03 -0.03
C 5.395 -3.348 -1.835 -0.02 0.01 0.01
C 4.808 -4.602 -1.690 -0.01 0.02 0.01
C 3.455 -4.709 -1.410 0.03 0.00 0.00
C 2.683 -3.564 -1.262 -0.02 -0.02 0.03
C 2.221 -0.003 -2.804 -0.04 0.01 0.04
C 1.009 0.082 -3.487 0.05 0.00 -0.01
C 0.935 0.792 -4.677 0.02 0.00 0.00
C 2.068 1.406 -5.189 -0.01 0.00 0.01
C 3.281 1.313 -4.516 0.02 0.00 0.00
C 3.359 0.614 -3.324 -0.04 0.02 0.00
C 0.774 -1.630 2.624 0.04 -0.07 -0.02
C 0.389 -1.470 3.944 -0.03 0.09 0.02
C 0.167 -2.596 4.722 -0.01 -0.06 -0.02
C 0.327 -3.867 4.182 0.01 0.01 -0.02
C 0.701 -4.011 2.852 -0.03 0.04 0.05
C 0.926 -2.887 2.066 0.02 -0.03 -0.10
C 3.686 -1.103 2.441 -0.09 0.05 0.08
C 4.579 -1.829 1.662 -0.02 -0.03 0.03
C 5.420 -2.773 2.235 -0.02 0.01 -0.02
C 5.376 -3.004 3.602 -0.02 0.02 0.00
C 4.513 -2.262 4.399 0.01 -0.01 -0.01
C 3.692 -1.306 3.826 0.00 0.02 -0.01
H 3.908 0.488 -0.144 -0.01 -0.01 -0.01
H 2.346 1.258 -0.260 0.09 -0.25 0.03
H 5.101 -1.236 -1.791 0.00 -0.01 -0.01
H 6.449 -3.265 -2.067 -0.01 0.00 0.00
H 5.410 -5.494 -1.807 -0.01 0.01 0.00
H 2.995 -5.684 -1.315 0.01 0.01 0.00
H 1.619 -3.636 -1.072 0.02 -0.01 0.00
H 0.125 -0.406 -3.089 0.00 0.00 -0.01
H -0.011 0.862 -5.199 0.01 0.00 0.01
H 2.011 1.956 -6.120 0.00 -0.01 0.01
H 4.165 1.791 -4.920 -0.01 -0.01 0.01
H 4.306 0.567 -2.798 0.00 0.00 -0.01
H 0.247 -0.473 4.339 0.01 -0.03 0.01
H -0.140 -2.480 5.754 0.01 0.01 -0.01
H 0.158 -4.743 4.795 0.00 0.02 -0.01
H 0.825 -4.998 2.424 0.01 0.00 0.00
H 1.220 -2.968 1.028 0.00 0.00 0.04
H 4.630 -1.666 0.600 0.00 -0.01 0.00
H 6.107 -3.328 1.608 -0.01 0.00 0.01
H 6.024 -3.747 4.049 0.00 0.01 0.00
H 4.491 -2.418 5.470 0.00 0.00 -0.01
H 3.049 -0.709 4.462 0.00 -0.01 0.00
C -5.371 -0.446 3.404 0.05 -0.04 -0.01
N -4.515 -1.591 3.134 -0.01 0.11 -0.08
C -3.217 -1.479 2.806 -0.10 0.06 0.06
N -2.614 -2.635 2.425 0.08 0.01 0.02
S -2.404 -0.013 2.840 0.06 -0.13 0.02
H -6.328 -0.816 3.765 -0.01 -0.01 -0.01
H -5.523 0.157 2.508 0.00 0.02 -0.03
H -4.919 0.182 4.167 0.01 0.00 0.02
H -4.971 -2.469 2.949 0.00 -0.01 0.03
H -3.049 -3.518 2.641 0.01 0.00 0.01
H -1.606 -2.632 2.412 0.00 0.01 0.01
```
Positions in Å, forces in eV/Å.

Results
Molecular weight = 954.1 g/mol
Charge = +1
Calculated total energy = -4390.14011 Ha
ΔE to the lowest compared entry with this formula, charge and spin = 264.7 kJ/mol
HOMO level = -8.778 eV

=====

No. 2
A molecular structure, C50H48Cl3NOP3Rb, computed with the ωB97M-V functional and the def2-TZVPD basis.

XYZ file:
```
107
Properties=species:S:1:pos:R:3:forces:R:3
Rb 2.794 -0.665 0.603 -0.19 0.04 -0.09
C -1.540 -3.967 -0.811 0.13 -0.66 0.58
C -2.775 -3.232 -0.216 -0.84 -0.20 -0.35
P -2.566 -1.357 -0.202 -0.41 -0.18 -0.30
C -3.536 -0.814 1.259 -0.62 0.44 0.95
C -2.980 0.159 2.112 -0.26 -0.52 -0.35
C -3.651 0.614 3.248 1.08 0.90 0.14
C -4.880 0.111 3.584 -0.30 -0.24 0.68
C -5.457 -0.829 2.739 -0.45 -0.29 0.45
C -4.835 -1.284 1.605 1.71 0.85 -0.37
C -3.685 -0.706 -1.564 0.64 -0.08 0.66
C -4.407 -1.482 -2.471 0.64 0.85 0.80
C -5.015 -0.889 -3.534 -0.52 1.31 -1.63
C -4.975 0.503 -3.723 0.45 -1.31 0.16
C -4.313 1.260 -2.770 -0.63 2.33 -0.70
C -3.650 0.696 -1.720 -0.18 -1.55 0.61
C -0.535 -4.656 0.183 -1.48 0.77 0.63
P 0.475 -3.410 1.125 0.12 -0.15 1.24
C 1.784 -4.498 1.875 0.10 -0.11 -0.27
C 1.940 -4.784 3.223 -0.55 0.18 -0.48
C 2.952 -5.628 3.624 -0.11 -0.89 1.41
C 3.839 -6.199 2.749 0.63 0.04 -0.70
C 3.753 -5.860 1.390 1.28 -0.81 1.32
C 2.747 -5.032 1.009 -0.78 1.14 -2.34
C -0.519 -3.040 2.680 -0.34 0.87 -0.30
C -0.483 -1.747 3.247 1.16 -1.25 -2.10
C -1.293 -1.410 4.281 -0.29 0.49 1.44
C -2.103 -2.344 4.887 -1.00 -1.93 -0.31
C -2.196 -3.672 4.344 -0.08 2.28 0.96
C -1.418 -3.938 3.239 0.31 -1.69 -0.20
H -0.931 -3.285 -1.411 -0.24 -0.08 -0.25
H -1.891 -4.812 -1.419 0.03 0.47 -0.21
H -2.913 -3.511 0.836 0.02 0.02 -0.13
H -3.724 -3.579 -0.754 1.23 0.59 0.70
H -1.979 0.541 1.954 0.00 -0.04 -0.32
H -3.109 1.371 3.858 -0.68 -0.64 -0.29
H -5.371 0.338 4.545 0.26 0.15 -0.70
H -6.400 -1.262 3.028 -0.31 -0.03 -0.05
H -5.306 -1.977 0.956 -0.49 -0.68 -0.41
H -4.511 -2.526 -2.398 0.21 -1.23 0.34
H -5.467 -1.498 -4.312 -0.14 -0.02 0.19
H -5.344 0.907 -4.655 -0.24 0.29 0.22
H -4.329 2.375 -2.840 0.12 -1.11 -0.14
H -3.132 1.296 -0.982 0.10 0.13 -0.06
H 0.133 -5.212 -0.442 0.69 -0.38 -0.22
H -1.062 -5.383 0.844 0.38 0.49 -0.41
H 1.270 -4.360 3.953 -0.14 0.01 0.11
H 2.982 -5.956 4.669 0.12 0.40 -0.25
H 4.640 -6.844 3.116 -0.31 0.11 -0.14
H 4.549 -6.218 0.733 -0.54 0.15 -0.12
H 2.717 -4.736 -0.074 -0.13 -0.29 1.00
H 0.222 -1.062 2.786 -0.23 0.32 0.22
H -1.291 -0.407 4.683 0.15 0.12 -0.01
H -2.724 -2.083 5.748 0.24 0.01 -0.33
H -2.897 -4.385 4.795 0.50 0.17 -0.32
H -1.417 -4.964 2.860 -0.21 0.29 -0.06
Cl 6.218 -1.157 3.101 -0.30 -0.56 0.57
C 5.151 -1.397 4.491 0.11 1.22 1.09
Cl 5.712 -2.688 5.668 -0.55 1.01 -1.21
Cl 5.103 0.247 5.399 -0.12 -1.57 -0.65
C 3.788 -1.669 3.981 0.85 -0.45 -0.05
N 2.844 -1.992 3.410 0.03 0.47 0.34
C -3.461 4.686 -4.806 -0.80 0.36 -0.16
C -3.716 4.907 -3.454 0.43 0.29 -0.51
C -2.810 4.444 -2.514 0.03 0.34 0.70
C -1.704 3.711 -2.892 1.02 -0.71 -1.40
C -1.490 3.428 -4.268 -0.73 0.24 0.84
C -2.367 3.953 -5.212 0.88 -0.60 0.11
P -0.397 3.264 -1.685 -0.40 0.19 -0.17
C 0.410 1.783 -2.440 -0.96 -0.21 0.32
C -0.327 0.593 -2.698 0.35 0.89 0.69
C 0.327 -0.622 -2.777 -0.47 0.35 -0.32
C 1.706 -0.683 -2.725 0.60 0.63 0.09
C 2.430 0.496 -2.578 0.47 0.17 0.27
C 1.782 1.720 -2.374 0.54 -0.83 -0.67
C 0.793 4.659 -1.953 0.63 -0.29 0.31
C 1.617 4.908 -0.828 -0.37 0.51 -0.28
C 2.489 5.988 -0.828 0.05 0.18 -1.90
C 2.657 6.811 -1.993 -0.51 -1.33 1.60
C 1.921 6.480 -3.110 -0.94 -0.67 1.09
C 0.979 5.443 -3.097 -0.40 -0.57 -0.18
H -4.127 5.091 -5.572 0.11 -0.05 0.32
H -4.535 5.541 -3.153 -0.21 -0.08 0.04
H -2.916 4.708 -1.458 -0.15 -0.15 -0.28
H -0.666 2.788 -4.569 0.00 0.25 0.01
H -2.128 3.790 -6.257 -0.31 0.04 -0.02
H -1.413 0.623 -2.700 0.19 0.01 -0.14
H -0.275 -1.500 -2.905 -0.09 -0.42 -0.04
H 2.239 -1.614 -2.781 0.03 -0.36 -0.16
H 3.529 0.483 -2.554 -0.49 -0.07 0.00
H 2.361 2.612 -2.222 0.24 0.19 0.21
H 1.532 4.288 0.076 0.02 0.24 -0.48
H 3.108 6.116 0.018 0.53 0.41 0.82
H 3.308 7.677 -1.970 0.03 -0.15 -0.04
H 1.919 7.098 -3.945 0.36 0.95 -1.51
H 0.372 5.245 -4.012 0.52 0.24 0.86
C 5.142 3.212 -0.337 -0.33 -0.04 0.70
C 5.187 2.241 0.874 0.54 0.19 -0.74
C 6.514 1.418 0.721 -1.18 -0.27 0.27
O 4.088 1.433 0.879 0.27 0.03 0.42
H 6.111 3.716 -0.474 -0.44 0.13 -0.11
H 4.325 3.907 -0.121 0.26 0.25 -0.26
H 4.844 2.663 -1.237 0.27 -0.07 0.04
H 5.277 2.896 1.798 0.01 -0.49 -0.49
H 6.289 0.660 -0.048 0.19 0.09 0.22
H 6.718 0.925 1.675 0.25 0.01 -0.24
H 7.362 2.001 0.388 0.31 0.23 0.11
```
Positions in Å, forces in eV/Å.

Results
Molecular weight = 963.7 g/mol
Calculated total energy = -4492.71882 Ha
HOMO level = -6.599 eV